Record 1
ORCA calculation (ωB97M-V with the def2-TZVPD basis set) on 16 unconnected molecules or ions with the total composition H31O16.

E_tot	-33258.9760	eV
orbital gap	7.71	eV
charge	-1

```
47
Properties=species:S:1:pos:R:3:forces:R:3:lowdin_charge:R:1
O -0.950826 1.705150 -2.799747 -0.6 -1.1 -2.5 -0.12
H 3.047949 2.267336 0.164512 2.6 2.5 1.0 0.06
H -1.565822 3.674571 -4.043349 1.2 -1.4 -2.2 0.08
O 1.668366 0.380517 -0.243910 -1.4 0.6 0.2 -0.09
H -1.554868 1.057706 -3.353172 1.5 1.7 2.9 0.14
H -0.931626 1.547695 -1.856245 -0.9 -0.7 -0.2 0.01
O 2.303717 -0.602018 4.815334 1.4 1.7 1.1 -0.05
H 1.145788 -0.481493 -0.269950 2.5 1.0 -0.1 0.04
H -0.511930 2.608133 -4.451725 -0.7 0.8 -0.2 0.00
O -1.146501 3.232219 -4.872378 -0.5 1.0 1.9 -0.14
H -0.671228 -5.183474 -0.075855 0.4 -0.6 -1.8 0.00
H 2.629576 0.435258 -0.194809 -0.4 -1.6 0.0 0.03
O 3.878355 2.848497 0.479867 -2.4 -2.6 -0.6 -0.12
H -2.727568 1.062540 0.199408 0.8 -1.6 0.5 0.06
H -1.303861 -1.256675 1.414938 -6.9 -1.2 2.1 -0.05
O -4.696313 2.590394 0.493355 5.3 3.8 -1.6 0.05
H -5.520019 2.658249 0.226523 -6.1 -0.3 -1.4 -0.05
H -4.424025 1.981246 1.085580 0.8 -3.3 2.9 -0.05
O -3.586446 0.131510 3.119271 0.7 -0.7 13.6 0.01
H -2.722972 0.493095 3.283857 0.1 0.2 -0.7 0.03
H -3.740060 0.095808 2.315675 -1.5 -0.2 -11.8 -0.14
O 1.816180 -4.913055 3.472944 -2.9 -0.8 1.9 -0.03
H 1.232505 -4.141705 3.541845 0.4 -0.3 -0.2 0.05
H 1.631855 -0.504420 4.178812 -1.6 -0.5 -1.5 0.00
O 1.450371 3.045027 -1.437846 1.6 5.3 0.8 0.01
H 1.416367 2.180572 -1.618415 -0.5 -5.4 -1.0 -0.06
O -2.416078 1.158905 1.340704 -1.1 -0.4 -1.5 -0.23
H 3.709428 3.706300 0.094323 -0.3 0.2 -0.3 0.01
H -1.756387 1.806854 1.314699 1.4 1.8 0.1 -0.02
O 0.391414 -1.389442 -1.831527 -1.2 4.3 0.0 -0.05
H 2.482579 0.361144 4.954077 0.2 -1.2 0.3 0.06
H 0.315557 -2.239102 -1.509389 -0.6 -2.9 1.3 0.00
O -0.489657 -1.163379 1.137082 6.8 -0.6 -1.9 0.02
H 5.222804 -0.824175 1.482600 -0.2 0.7 0.3 0.04
H 0.462140 -0.852009 -5.438191 0.0 2.1 -1.1 0.01
O -0.663205 -4.666899 0.701463 -0.9 -0.3 1.7 -0.04
H -0.279294 -0.818529 -1.291732 1.1 -2.0 -1.6 0.07
H -1.778353 0.447525 -0.886027 17.9 3.1 0.9 -0.32
O 0.616608 -1.769441 -5.544805 0.0 -0.6 0.1 -0.04
H -0.469377 -0.239755 1.005825 0.1 1.9 -0.1 -0.01
H 0.398099 -1.901723 -4.629464 0.0 -1.5 1.1 0.01
O -2.541361 0.293113 -0.926190 -18.0 -2.7 -0.7 -0.20
H 0.611624 3.331801 -1.125874 -1.0 0.1 0.3 0.04
H 2.548906 -4.664083 2.994435 2.4 1.1 -1.7 -0.02
O 4.408656 -1.015902 1.952385 0.3 -2.2 -0.9 -0.04
H -1.262990 -5.232850 1.236164 0.6 0.9 0.0 0.05
H 4.018952 -0.297402 2.402890 -0.1 1.5 0.5 0.00
```
Positions in Å, forces in eV/Å.

---

Record 2
ORCA calculation (ωB97M-V with the def2-TZVPD basis set) on 16 unconnected molecules or ions with the total composition H32O16.

E_tot	-33280.7529	eV
orbital gap	10.91	eV
charge	0

```
48
Properties=species:S:1:pos:R:3:forces:R:3:lowdin_charge:R:1
O -1.209681 0.109261 -0.131114 0.2 -0.6 0.0 -0.05
H -0.407034 -0.360739 -0.393498 0.1 0.3 0.0 0.05
H -1.679941 -0.599774 0.344616 -0.2 0.3 -0.1 0.03
O -0.207829 0.596863 2.812492 -0.4 0.7 -0.1 -0.08
H 0.585817 1.176125 2.857520 0.1 -0.4 -0.1 0.01
H -0.792845 1.180279 2.294842 0.0 -0.5 0.2 0.05
O -1.900793 2.695485 -0.808926 0.6 0.0 -0.4 -0.07
H -1.521932 1.794838 -0.756163 -0.3 0.0 0.3 0.00
H -2.258833 2.702163 -1.704210 -0.2 0.0 0.0 0.04
O -1.736062 0.689045 -3.528507 0.4 0.3 0.5 -0.05
H -2.064752 -0.210711 -3.631585 -0.3 0.2 -0.4 0.00
H -1.730766 1.116934 -4.386895 -0.1 -0.3 -0.2 0.04
O 2.668935 2.385352 0.006055 -0.8 -0.2 -0.9 -0.06
H 1.920535 2.910619 -0.348323 0.4 0.7 -0.2 0.00
H 2.391970 1.546766 -0.393862 0.6 -0.4 0.5 0.06
O -3.059325 -2.598228 0.050345 -0.5 -0.4 -0.1 -0.08
H -3.574702 -3.389500 -0.167308 -0.5 0.4 0.2 0.04
H -2.239813 -2.959239 -0.290709 0.6 0.3 0.0 -0.02
O -1.872607 -4.290898 -1.627492 1.2 -1.1 -0.8 -0.10
H -1.804448 -5.023708 -2.261042 -0.9 0.1 0.1 0.06
H -0.885174 -4.218700 -1.520101 -0.6 0.5 0.5 0.00
O -0.971099 4.367203 2.020189 -0.7 -0.7 -0.8 -0.06
H -1.928101 4.203315 2.050703 0.1 0.3 0.7 0.05
H -0.854708 3.988646 1.132817 0.6 0.3 -0.1 0.00
O 4.723253 1.073903 2.667228 -0.5 0.2 0.0 -0.07
H 3.803512 1.287301 2.894609 0.2 -0.1 0.0 0.01
H 4.987921 1.878115 2.207257 0.2 -0.1 -0.1 0.03
O -0.788978 -1.916143 1.739763 0.1 -0.4 1.0 -0.08
H -0.732711 -1.090527 2.253501 -0.1 0.2 0.1 0.00
H -0.853749 -2.595821 2.442065 -0.1 0.4 -0.8 0.09
O 0.734340 4.011943 -1.009736 0.8 0.0 0.8 -0.03
H -0.090999 3.634805 -1.306367 -0.8 0.0 -0.4 0.02
H 1.056736 4.718501 -1.569672 -0.3 0.0 -0.3 0.07
O 3.190948 -3.329157 -0.424982 0.6 1.5 0.1 -0.06
H 3.031967 -2.423965 -0.079746 -0.7 -0.6 0.4 0.03
H 4.091829 -3.155093 -0.735713 0.0 -0.8 -0.3 0.06
O -3.658385 -1.605887 -3.646061 0.4 0.2 -0.3 -0.05
H -4.567963 -1.911429 -3.695636 0.1 0.0 0.2 0.05
H -3.391533 -1.595382 -2.720976 -0.4 -0.3 0.2 0.03
O 1.761041 2.421505 2.464053 -0.4 1.4 -1.4 -0.09
H 1.994823 2.633949 1.500699 0.7 -1.4 1.1 0.03
H 1.084809 3.118134 2.506631 -0.1 0.0 1.0 0.04
O 0.597667 -3.602912 -1.600192 0.5 0.2 -0.1 -0.04
H 0.372966 -2.723605 -1.918515 0.2 0.0 0.0 0.06
H 1.506055 -3.563153 -1.247512 0.0 0.0 0.0 0.03
O 1.874701 -0.980724 1.291833 -0.6 -0.1 0.3 -0.07
H 0.972570 -1.066819 1.694085 1.0 -0.1 -0.7 0.01
H 2.447971 -0.873408 2.057756 0.2 0.1 -0.1 0.04
```
Positions in Å, forces in eV/Å.

---

Record 3
ORCA calculation (ωB97M-V with the def2-TZVPD basis set) on 16 unconnected molecules or ions with the total composition H32O16.

E_tot	-33277.4258	eV
orbital gap	10.08	eV
charge	0

```
48
Properties=species:S:1:pos:R:3:forces:R:3:lowdin_charge:R:1
O 3.114859 -0.597385 -0.033459 -0.1 -0.3 -0.9 -0.04
H 2.767848 -1.384071 -0.472932 0.0 -0.6 0.5 0.01
H 3.111101 -0.039425 -0.820843 0.2 0.5 0.3 0.04
O -3.996593 -1.765261 -4.079063 0.1 -0.3 0.2 -0.06
H -4.360126 -1.143469 -3.448075 -0.1 0.4 0.0 0.03
H -3.919546 -2.560532 -3.539749 0.1 -0.1 -0.2 0.03
O 2.128357 -1.245093 -3.624875 -0.5 1.5 -0.5 -0.03
H 1.467526 -0.643329 -4.011790 0.4 -0.2 0.1 0.08
H 2.291883 -1.883575 -4.313923 0.2 -0.4 -0.5 0.07
O -2.125273 0.680698 3.852743 1.6 -0.6 -0.9 -0.11
H -1.116266 0.802514 3.631501 -2.7 -0.4 1.0 0.02
H -2.498449 1.480090 4.213986 0.2 0.5 0.0 0.02
O 3.625043 -3.724147 0.331975 1.2 -0.4 0.6 -0.05
H 4.459803 -4.129272 0.637886 -0.3 -0.4 -0.9 0.06
H 3.575708 -3.131974 1.080530 -0.9 0.9 0.2 0.03
O 0.499454 0.646225 3.766057 0.6 0.2 0.7 -0.04
H 0.485433 1.581858 3.521925 0.6 0.1 -0.2 0.05
H 0.878235 0.623651 4.669508 -0.5 0.0 -0.7 0.09
O -0.038360 2.206301 -4.541391 0.5 -1.6 0.8 -0.07
H -0.935782 1.992099 -4.302420 -1.1 0.4 -0.5 0.03
H 0.348942 1.659758 -3.818864 0.4 1.0 -0.7 0.03
O 1.633354 -3.165881 -2.114428 -0.7 1.2 -0.3 -0.12
H 1.509723 -2.289568 -2.625840 0.6 -1.9 1.1 0.00
H 2.569375 -3.185438 -1.882050 -0.1 -0.1 0.1 0.00
O 0.852496 3.804866 -2.537056 0.6 0.1 0.3 -0.05
H 1.438921 3.263015 -2.009755 -0.2 -0.5 0.7 0.02
H 1.538238 4.291354 -3.000274 -0.3 0.5 -0.6 0.04
O 0.817565 -3.741412 3.095646 0.8 -1.8 -0.2 -0.07
H 1.094736 -4.685587 2.950652 0.0 1.3 0.5 0.07
H 0.048218 -3.746170 2.538428 -0.8 0.4 -0.3 0.01
O -4.568772 -1.010270 2.396917 2.6 -0.9 -0.7 -0.12
H -3.820485 -0.515681 2.835205 -1.0 -0.4 -0.3 0.01
H -4.034012 -1.675451 1.845237 -1.4 1.4 1.1 0.06
O -0.635261 3.250655 1.558907 0.7 -0.7 0.1 -0.07
H -0.114530 2.448017 1.338582 0.0 0.2 0.7 -0.02
H -0.909669 3.439581 0.670308 -0.6 0.7 -0.6 0.00
O -0.102835 0.840754 0.436083 -2.3 -3.8 -0.2 -0.14
H -0.230045 -0.208370 0.503283 1.5 2.8 -0.3 0.07
H -1.084430 0.882813 0.347076 0.6 1.1 -0.1 0.06
O 2.218652 1.492399 1.655059 -0.3 1.8 0.0 -0.07
H 2.642970 1.721804 0.814640 0.0 -0.7 0.7 0.04
H 2.553069 0.691118 2.033419 0.5 -0.7 -0.4 0.02
O -3.494583 4.747733 0.387149 -0.1 -0.2 1.5 -0.04
H -4.250045 4.562530 -0.157419 0.0 0.1 -0.8 0.03
H -2.720959 5.006323 -0.095465 0.1 0.2 -0.8 0.02
O -1.131976 -1.717580 -0.028874 -1.6 1.1 0.4 -0.04
H -0.451160 -2.075309 -0.584527 0.9 -0.9 0.5 0.04
H -1.132332 -1.851886 0.930357 0.8 -0.7 -0.7 0.06
```
Positions in Å, forces in eV/Å.

---

Record 4
ORCA calculation (ωB97M-V with the def2-TZVPD basis set) on 16 unconnected molecules or ions with the total composition H32O16.

E_tot	-33279.7221	eV
orbital gap	9.20	eV
charge	0

```
48
Properties=species:S:1:pos:R:3:forces:R:3:lowdin_charge:R:1
O -1.268042 2.998771 -1.844063 -2.1 0.5 0.8 -0.03
H -0.359042 3.078771 -1.962063 2.5 0.7 0.0 -0.02
H -1.451042 2.127771 -2.181063 -0.5 -0.9 -0.5 -0.03
O 2.774958 -1.003229 -0.327063 -0.3 1.5 0.8 -0.05
H 3.439958 -1.592229 -0.671063 0.6 0.0 -0.2 0.07
H 3.123958 -0.076229 -0.257063 -0.1 -1.2 -0.4 0.08
O -0.110042 0.056771 -0.529063 -0.4 0.0 -1.2 -0.01
H 0.249958 -0.518229 0.116937 0.9 -1.5 0.9 0.02
H -0.602042 0.650771 0.016937 -0.5 1.1 0.4 0.01
O 0.985958 4.015771 0.305937 0.8 1.1 -0.6 -0.08
H 0.402958 3.330771 0.606937 -0.2 -0.6 0.1 -0.05
H 1.619958 3.552771 -0.269063 -0.4 0.0 0.5 0.01
O 1.739958 -0.975229 -2.866063 0.2 -0.1 -2.2 -0.05
H 1.845958 -0.867229 -1.946063 0.3 0.2 1.8 -0.07
H 1.330958 -1.839229 -2.961063 -0.3 0.1 0.0 0.02
O -0.709042 -2.239229 -2.404063 2.2 -2.3 1.8 -0.03
H -1.139042 -2.095229 -1.561063 -1.0 0.1 0.0 -0.02
H -1.108042 -1.786229 -3.084063 -1.6 1.8 -2.1 0.00
O -2.165042 -0.668229 1.973937 0.8 -1.5 0.8 -0.02
H -2.479042 0.130771 1.603937 -0.7 1.5 -0.9 -0.02
H -2.917042 -1.201229 2.223937 -0.3 -0.1 0.4 0.08
O 0.221958 -3.350229 0.174937 -0.3 -0.9 2.0 -0.01
H 0.203958 -2.843229 -0.603063 0.4 0.7 -1.8 -0.04
H 1.058958 -3.815229 0.215937 0.2 0.1 -0.1 0.05
O -2.556042 -2.233229 -0.343063 1.3 -2.1 -0.4 0.01
H -2.326042 -1.892229 0.503937 0.3 0.7 0.9 0.00
H -3.203042 -1.715229 -0.748063 -1.6 1.4 -0.7 0.02
O -0.340042 1.906771 1.528937 0.7 -0.2 0.5 -0.03
H -1.274042 2.048771 1.534937 -0.9 0.4 0.4 0.03
H 0.011958 2.174771 2.396937 -0.1 -0.1 -0.4 0.10
O -2.027042 0.511771 -2.549063 -1.7 -0.3 0.0 -0.07
H -2.973042 0.517771 -2.218063 2.0 -0.1 -0.4 0.09
H -1.462042 0.017771 -1.929063 -0.2 0.1 0.1 0.00
O -3.030042 1.267771 0.233937 2.1 0.3 -0.1 -0.01
H -2.902042 2.224771 0.294937 -0.5 0.0 -0.4 0.08
H -3.906042 1.025771 0.429937 -2.0 0.1 0.3 0.05
O 1.934958 1.767771 -1.028063 0.6 0.1 -0.4 -0.05
H 1.783958 1.888771 -1.973063 0.2 -0.2 0.0 0.07
H 1.374958 1.009771 -0.805063 -0.4 0.2 0.0 -0.01
O 0.523958 -0.849229 2.402937 0.4 0.3 -0.6 -0.05
H 0.479958 -1.193229 3.289937 -0.3 -0.1 0.4 0.09
H -0.350042 -0.575229 2.111937 -0.5 -0.4 0.5 0.00
O 2.335958 1.181771 2.330937 1.3 0.9 0.0 -0.05
H 1.582958 0.621771 2.192937 -0.4 -1.0 0.0 -0.04
H 3.130958 0.631771 2.245937 -0.6 0.2 0.2 0.04
O 2.893958 -2.155229 2.298937 1.7 0.4 0.0 -0.07
H 3.543958 -1.513229 1.927937 -0.7 -1.0 0.4 0.03
H 2.059958 -1.743229 2.094937 -0.7 0.1 -0.4 -0.05
```
Positions in Å, forces in eV/Å.

---

Record 5
ORCA calculation (ωB97M-V with the def2-TZVPD basis set) on 16 unconnected molecules or ions with the total composition H32O16.

E_tot	-33277.6621	eV
orbital gap	10.16	eV
charge	0

```
48
Properties=species:S:1:pos:R:3:forces:R:3:lowdin_charge:R:1
O 0.177070 1.178328 4.267469 1.6 0.1 1.7 -0.05
H -0.627078 1.120329 3.785465 -0.6 0.0 -1.2 -0.03
H 0.986549 1.263576 3.751088 -0.7 0.1 -0.3 0.02
O 1.059815 -2.675467 -2.209095 -0.5 0.4 0.0 -0.06
H 1.939445 -3.002603 -2.432891 -0.1 0.5 0.1 0.04
H 1.096204 -1.719989 -1.965938 0.6 -1.2 -0.2 0.01
O -2.364655 4.616969 3.271084 1.1 0.6 0.0 -0.11
H -2.665388 4.007115 2.560841 1.1 0.8 0.4 0.03
H -1.430910 5.000807 3.174285 -2.3 -1.4 -0.4 0.07
O 1.303850 3.450465 -0.379749 1.7 -1.6 -1.8 -0.02
H 0.800317 4.068799 0.074533 -1.6 1.2 1.8 0.01
H 1.342648 2.578619 0.030030 -0.4 0.6 0.3 0.03
O -0.472177 -4.951848 -0.285318 -1.5 -0.7 0.3 -0.03
H -0.115203 -5.251253 -1.108672 0.7 0.1 -0.5 0.03
H 0.171923 -4.512827 0.238943 1.2 0.5 0.1 0.03
O 3.400508 2.995318 -1.967484 0.6 0.3 0.5 -0.07
H 3.524198 3.893415 -1.609301 -0.3 -0.7 0.0 0.05
H 3.353817 3.148718 -2.901518 0.0 0.1 -0.9 0.02
O -2.886706 -2.864231 -2.197617 -2.3 0.2 -0.2 -0.07
H -3.039435 -3.387773 -1.406382 1.1 -0.4 0.8 0.01
H -3.863110 -2.761830 -2.367935 1.4 0.4 -0.6 0.07
O -1.504585 0.000377 -1.980716 -0.5 -0.2 0.1 -0.04
H -0.582179 -0.164175 -2.139092 0.7 0.1 -0.2 0.00
H -1.910476 -0.842595 -2.246523 -0.2 0.1 0.3 0.02
O -1.168813 1.201785 1.442696 1.4 0.2 -0.6 -0.05
H -1.961881 0.730293 1.670271 -0.7 -0.2 -0.2 0.04
H -0.955934 0.972627 0.515813 -0.4 -0.3 0.7 0.04
O 3.806890 1.831999 2.793039 0.6 -0.5 -0.9 -0.06
H 4.648475 1.428853 2.499066 -0.3 0.2 0.8 0.06
H 3.390945 1.880836 1.923397 -0.4 0.4 0.1 0.01
O 0.032963 -1.083654 -5.101580 -0.4 1.3 -3.5 -0.03
H 0.123117 -1.424652 -4.263230 0.1 -1.7 2.8 -0.06
H -0.551060 -1.651584 -5.631836 0.4 0.2 0.7 0.06
O 2.340371 -0.732223 0.954093 1.1 -0.6 -2.3 -0.07
H 2.703377 -0.386709 0.080492 -0.9 -0.6 1.5 0.03
H 2.094407 0.028478 1.442007 -0.4 1.1 0.9 -0.02
O -1.913470 -0.624600 4.099452 1.6 -1.4 -0.3 -0.07
H -1.119780 -1.085416 4.483479 -1.1 1.0 0.5 0.07
H -1.669200 -0.881496 3.196541 -0.7 0.3 -0.3 0.02
O -3.011810 2.614095 0.119284 -2.5 -0.1 -3.9 -0.13
H -3.361450 2.522624 -0.916172 1.9 0.4 4.2 0.15
H -2.057231 2.582040 0.146656 0.2 -0.1 -0.4 -0.03
O -2.688607 -4.076006 0.911400 -0.1 -1.3 0.5 -0.08
H -2.021585 -3.443041 1.175522 0.2 0.1 0.0 0.02
H -2.267966 -4.959543 1.089848 -0.5 1.4 -0.5 0.06
O 2.353821 -0.244987 -1.869377 1.3 -0.4 -1.0 -0.06
H 3.041341 -0.857663 -2.219426 -0.7 0.1 0.7 0.09
H 2.518640 0.469699 -2.496944 -0.4 0.7 0.3 0.06
```
Positions in Å, forces in eV/Å.